No. 1
The following is a DFT calculation (ωB97M-V/def2-TZVPD) of 2 unconnected molecules or ions with the total composition C2HClN2OS.

```
8
Properties=species:S:1:pos:R:3
N -0.499 -0.479 -2.212
N -1.404 -0.941 -1.682
S -2.704 -1.419 -1.114
O -0.143 -1.014 1.449
C 0.427 -0.058 1.247
C 1.213 0.904 0.973
Cl 0.844 2.492 0.402
H 2.267 0.516 0.938
```

Calculated total energy ... -30472.8240 eV
Kohn-Sham gap ... 9.445 eV
Largest force on an atom ... 6.86 eV/A
Structure (SMILES) ... N#[N+][S-].O=C=CCl
Total charge ... 0

---

No. 2
The following is a DFT calculation (ωB97M-V/def2-TZVPD) of 2 unconnected molecules or ions with the total composition C3H7N2O.

```
13
Properties=species:S:1:pos:R:3
C -1.229 0.890 0.258
C -0.171 -1.102 -0.003
C 0.813 0.045 -0.281
N -1.384 -0.399 0.371
N -0.033 1.222 -0.179
O 1.859 0.026 0.580
H -2.000 1.607 0.494
H -0.345 -1.747 -0.867
H 0.214 -1.714 0.821
H 1.368 -0.064 -1.709
H -2.214 -0.878 0.690
H 0.307 2.170 -0.264
H 2.582 0.618 0.339
```

Calculated total energy ... -8244.2980 eV
Kohn-Sham gap ... 10.914 eV
Largest force on an atom ... 5.23 eV/A
Total charge ... +1

---

No. 3
The following is a DFT calculation (ωB97M-V/def2-TZVPD) of 2 unconnected molecules or ions with the total composition C5H8Cl2.

```
15
Properties=species:S:1:pos:R:3
C -0.110 1.348 -2.253
C -0.436 -0.196 0.852
C -1.750 0.000 1.377
C 2.024 -0.529 0.351
C 0.572 -0.816 0.453
Cl -1.689 1.756 -2.774
Cl 0.167 -2.662 0.252
H 0.011 1.772 -1.266
H -1.924 0.980 1.646
H -1.818 -0.440 2.339
H -2.478 -0.111 0.559
H 2.633 -1.230 -0.306
H 2.655 -0.625 1.245
H 2.074 0.453 -0.130
H 0.070 0.299 -2.344
```

Calculated total energy ... -30354.2707 eV
Kohn-Sham gap (alpha / beta) ... 7.783 / 8.274 eV
Largest force on an atom ... 2.85 eV/A
Total charge ... 0

---

No. 4
The following is a DFT calculation (ωB97M-V/def2-TZVPD) of a molecular structure, C53H51ClFN4O5Ti.

```
116
Properties=species:S:1:pos:R:3
Ti 0.089 0.329 0.424
C -3.350 0.686 1.727
C -4.070 -0.532 1.151
C -5.277 -0.041 0.330
C -3.306 -1.601 0.338
C -3.783 -2.885 0.588
C -3.441 -3.966 -0.200
C -2.641 -3.746 -1.299
C -2.103 -2.491 -1.588
C -1.366 -2.494 -2.939
C -2.404 -2.595 -4.073
C -0.391 -1.375 -3.284
C -2.351 -1.408 -0.703
N -1.716 -0.135 -0.868
C -2.317 0.645 -1.822
C -3.426 0.207 -2.595
C -4.045 0.984 -3.560
C -3.610 2.270 -3.835
C -2.521 2.746 -3.111
C -1.908 1.961 -2.162
F -0.855 2.515 -1.532
H -4.103 1.396 2.093
H -2.737 1.187 0.989
H -2.721 0.399 2.563
H -4.479 -1.080 2.003
H -4.960 0.680 -0.421
H -5.998 0.451 0.992
H -5.781 -0.869 -0.174
H -4.476 -3.032 1.410
H -3.820 -4.959 0.018
H -2.397 -4.578 -1.953
H -0.797 -3.426 -2.948
H -2.977 -1.668 -4.142
H -3.099 -3.421 -3.911
H -1.893 -2.753 -5.029
H -0.925 -0.491 -3.639
H 0.266 -1.711 -4.093
H 0.228 -1.075 -2.447
H -3.801 -0.791 -2.416
H -4.884 0.570 -4.110
H -4.096 2.886 -4.581
H -2.121 3.739 -3.280
N 1.270 0.653 -0.947
C 2.424 0.941 -1.396
C 2.601 1.418 -2.803
C 3.851 1.727 -3.353
C 3.964 2.204 -4.653
C 2.836 2.387 -5.439
C 1.586 2.087 -4.904
C 1.474 1.614 -3.609
C 3.696 0.848 -0.586
C 4.538 -0.252 -0.709
C 5.717 -0.330 0.019
C 6.082 0.707 0.866
C 5.254 1.815 0.984
C 4.065 1.884 0.269
H 4.744 1.598 -2.755
H 4.943 2.441 -5.056
H 2.927 2.772 -6.448
H 0.692 2.230 -5.501
H 0.508 1.397 -3.176
H 4.259 -1.061 -1.377
H 6.349 -1.207 -0.067
H 6.993 0.640 1.449
H 5.527 2.625 1.652
H 3.400 2.732 0.370
O -1.512 -1.815 3.729
C -0.863 -0.859 3.305
O -0.766 -0.537 2.073
C -0.214 0.028 4.370
C -0.233 -0.407 5.692
C 0.320 0.367 6.702
C 0.882 1.604 6.408
C 0.897 2.052 5.095
C 0.362 1.258 4.088
H -0.682 -1.368 5.904
H 0.309 0.011 7.727
H 1.313 2.212 7.197
H 1.332 3.012 4.843
H 0.414 1.584 3.064
N 2.520 -2.229 2.512
C 2.458 -0.958 2.281
N 3.294 -0.072 2.992
O 1.742 -0.382 1.376
H 3.204 -2.427 3.233
H 1.020 -3.204 1.274
H 3.390 -0.300 3.967
H 3.056 0.897 2.846
Cl 3.256 -6.891 -3.524
C 2.422 -5.854 -2.379
C 2.734 -4.506 -2.322
C 2.054 -3.694 -1.428
C 1.060 -4.203 -0.587
C 0.378 -3.317 0.398
C 0.778 -5.565 -0.670
C 1.450 -6.396 -1.559
H 3.501 -4.102 -2.971
H 2.283 -2.634 -1.379
H -0.593 -3.695 0.711
H 0.258 -2.311 -0.006
H 0.006 -5.983 -0.033
H 1.218 -7.452 -1.611
O 1.095 3.363 0.513
C 0.042 3.114 1.072
O -0.590 1.982 0.999
C -0.572 4.129 1.994
C -0.025 5.404 2.076
C -0.546 6.333 2.964
C -1.617 5.992 3.782
C -2.164 4.719 3.702
C -1.647 3.792 2.809
H 0.814 5.636 1.433
H -0.113 7.325 3.031
H -2.017 6.715 4.483
H -2.992 4.446 4.346
H -2.053 2.790 2.734
```

Calculated total energy ... -110348.9687 eV
Kohn-Sham gap (alpha / beta) ... 5.305 / 6.189 eV
Largest force on an atom ... 2.77 eV/A
Total charge ... -2
2S+1 ... 2

---

Question: The lowest largest force on an atom belongs to which entry?
Answer: C53H51ClFN4O5Ti